Molecular formula: C44H46N2O2P2PdS3
Method: DFT, ωB97M-V/def2-TZVPD

```
100
Properties=species:S:1:pos:R:3:forces:R:3
Pd 0.8302 1.1756 -1.1755 0.851 1.200 0.332
C -1.9441 4.3782 -3.7641 0.676 0.189 -0.187
C -1.9890 4.1332 -2.2684 0.491 -0.109 -0.047
S -1.3415 2.5582 -1.5548 -0.182 -0.889 0.085
C -2.0581 1.2612 -2.6235 0.131 0.184 0.228
C -1.2527 0.9132 -3.8685 0.298 0.050 0.102
S 0.5777 0.9316 -3.7036 0.082 0.195 0.507
C 1.1175 2.6782 -3.9270 0.068 -0.072 0.134
C 0.4409 3.4501 -5.0567 -0.250 0.380 0.269
S -0.3485 4.9732 -4.4340 -0.185 -0.207 -0.170
H -2.6207 5.2101 -3.9678 -0.122 -0.121 -0.015
H -2.2777 3.5221 -4.3444 -0.164 0.020 -0.042
H -3.0283 4.1610 -1.9414 0.000 -0.136 0.186
H -1.4354 4.9101 -1.7413 -0.076 0.031 0.040
H -3.0706 1.5735 -2.8839 -0.023 -0.061 -0.030
H -2.1199 0.3892 -1.9698 -0.025 0.125 0.001
H -1.5067 1.5465 -4.7159 0.043 -0.067 -0.016
H -1.4639 -0.1206 -4.1493 -0.029 0.077 -0.055
H 2.1858 2.5608 -4.1247 -0.046 -0.018 0.072
H 0.9979 3.2146 -2.9749 0.121 -0.271 -0.499
H -0.2986 2.8664 -5.6056 0.116 0.049 -0.045
H 1.1788 3.7976 -5.7806 -0.063 -0.041 0.028
N 2.5213 0.9109 1.1856 0.283 0.125 -0.244
P 2.7193 -0.0390 -0.2051 -0.466 0.358 1.006
C 2.4598 -1.7504 0.3768 -0.313 0.179 -0.545
C 2.4520 -2.0665 1.7302 0.017 0.294 -0.004
C 2.2847 -3.3785 2.1347 0.019 -0.084 0.080
C 2.1162 -4.3806 1.1940 -0.016 0.026 -0.086
C 2.1400 -4.0717 -0.1562 0.073 -0.127 -0.018
C 2.3246 -2.7650 -0.5650 0.049 0.132 0.061
C 4.5129 -0.1068 -0.5367 -0.480 0.332 -0.574
C 5.4630 0.4174 0.3313 -0.266 0.122 0.084
C 6.8079 0.2075 0.0814 0.077 -0.049 -0.007
C 7.2061 -0.5117 -1.0343 -0.021 0.033 0.039
C 6.2604 -1.0231 -1.9105 0.010 -0.047 -0.080
C 4.9173 -0.8166 -1.6661 -0.160 0.082 0.038
P 1.3550 2.1550 1.0329 0.143 -1.646 0.433
C 2.0674 3.4199 2.1488 -0.107 0.257 -0.818
C 2.3636 3.0163 3.4491 -0.082 -0.166 -0.093
C 2.9180 3.9169 4.3369 0.023 -0.072 0.012
C 3.1615 5.2222 3.9367 -0.017 0.054 -0.064
C 2.8543 5.6268 2.6484 0.031 0.077 0.035
C 2.3091 4.7257 1.7475 -0.038 -0.078 -0.093
C -0.0577 1.6113 2.0553 -0.073 0.196 -0.252
C -0.0619 0.4831 2.8639 0.143 0.062 -0.108
C -1.1889 0.1724 3.6092 0.017 0.045 0.113
C -2.3183 0.9713 3.5393 -0.009 0.001 -0.022
C -2.3197 2.0941 2.7247 -0.101 -0.003 -0.011
C -1.1938 2.4135 1.9909 0.213 -0.013 -0.001
H 3.2166 0.9288 1.9221 -0.128 -0.072 0.088
H 2.6104 -1.2949 2.4699 -0.055 0.022 0.074
H 2.3021 -3.6284 3.1848 0.001 0.032 0.101
H 1.9883 -5.4040 1.5083 -0.028 -0.117 0.054
H 2.0359 -4.8551 -0.8893 -0.038 -0.092 -0.110
H 2.3768 -2.5315 -1.6169 -0.078 -0.054 -0.142
H 5.1716 0.9922 1.1989 0.016 0.061 0.042
H 7.5457 0.6069 0.7616 0.036 0.030 0.026
H 8.2554 -0.6661 -1.2260 0.132 -0.033 -0.017
H 6.5689 -1.5804 -2.7831 0.028 -0.006 -0.037
H 4.1695 -1.2016 -2.3468 0.053 -0.079 -0.119
H 2.1415 2.0075 3.7697 -0.018 -0.065 0.106
H 3.1524 3.6001 5.3418 0.007 -0.004 0.081
H 3.5847 5.9246 4.6362 0.058 0.098 0.070
H 3.0401 6.6447 2.3425 0.016 0.086 -0.026
H 2.0699 5.0392 0.7411 0.021 0.042 -0.080
H 0.8049 -0.1583 2.9106 0.083 -0.053 -0.019
H -1.1786 -0.6943 4.2557 0.037 -0.062 0.091
H -3.1912 0.7318 4.1279 -0.083 -0.017 0.059
H -3.1982 2.7163 2.6645 -0.101 0.110 0.026
H -1.1738 3.3000 1.3700 -0.154 0.080 -0.016
C -4.4058 -0.5078 0.4152 -0.037 0.290 0.023
O -4.5844 -1.7385 -0.2625 0.041 -0.466 0.010
C -4.8395 -2.8637 0.4742 -0.051 -0.029 0.248
C -5.9374 -3.6381 0.1098 0.188 0.154 -0.038
C -6.2572 -4.7940 0.7948 0.047 -0.012 -0.002
C -5.4872 -5.2063 1.8716 0.025 0.024 0.071
C -4.3950 -4.4529 2.2492 0.094 0.157 -0.149
C -4.0513 -3.2970 1.5514 -0.603 -0.252 -0.181
N -2.9277 -2.5510 1.9858 0.350 0.243 0.204
C -1.9505 -2.0952 1.2314 0.292 -0.065 -0.120
C -1.6121 -2.4939 -0.0690 0.163 0.124 -0.328
C -1.9685 -3.7408 -0.6335 0.041 -0.174 -0.004
C -1.4990 -4.1287 -1.8544 -0.157 -0.217 0.134
C -0.6692 -3.2644 -2.5869 -0.015 0.262 0.094
C -0.3012 -2.0493 -2.0813 0.255 0.179 -0.212
C -0.7524 -1.5994 -0.8125 -0.545 -0.151 0.350
O -0.5054 -0.4398 -0.3469 -0.091 -0.024 0.201
H -4.9510 0.2372 -0.1646 0.055 0.056 0.068
H -3.3483 -0.2229 0.4659 -0.049 -0.001 -0.035
H -4.8181 -0.5361 1.4248 -0.023 -0.030 0.023
H -6.5431 -3.2963 -0.7131 -0.069 0.058 -0.135
H -7.1204 -5.3681 0.5000 -0.101 -0.059 -0.063
H -5.7346 -6.1040 2.4154 -0.037 -0.070 0.040
H -3.7732 -4.7619 3.0754 0.078 -0.056 0.131
H -2.9168 -2.3082 2.9711 0.023 0.139 -0.221
H -1.3260 -1.3227 1.6735 -0.104 -0.122 0.004
H -2.5755 -4.4137 -0.0494 -0.090 -0.149 -0.056
H -1.7420 -5.0993 -2.2537 -0.094 -0.100 -0.023
H -0.3208 -3.5641 -3.5650 0.073 -0.052 -0.075
H 0.3733 -1.3952 -2.6284 -0.124 -0.166 0.027
```
Positions in Å, forces in eV/Å.

Calculated values
E_LUMO (alpha / beta)	-0.267 / -0.267	hartree
HOMO level (alpha / beta)	-12.47 / -12.47	eV
total charge	+2
largest force on an atom	1.7	eV/A

Atom charges from the Löwdin analysis, given in e for atoms 1 to 4:
1. Pd 0.368
2. C -0.504
3. C -0.455
4. S 0.874

=====

Molecular formula: C22H31N7OPd
Method: DFT, ωB97M-V/def2-TZVPD

```
62
Properties=species:S:1:pos:R:3:forces:R:3
Pd -0.1261 -0.2486 -0.0614 -0.125 0.417 -0.583
O -1.0499 3.4377 0.7360 -0.059 0.151 -0.205
C -1.0826 2.3385 0.2073 -0.027 -0.019 -0.021
N -0.0709 1.6771 -0.3815 0.051 -0.087 0.247
C 1.2068 2.3305 -0.5653 0.001 -0.041 0.076
C 2.3018 1.3224 -0.4339 0.173 0.077 0.072
C 3.6416 1.6755 -0.5448 -0.017 -0.049 0.021
C 4.6131 0.7018 -0.4285 0.007 -0.011 -0.003
C 4.2290 -0.6161 -0.2025 0.013 0.036 -0.007
C 2.8872 -0.8996 -0.0965 0.005 -0.103 -0.032
N 1.9429 0.0473 -0.2052 -0.514 -0.319 -0.095
C -2.3462 1.5249 0.1198 -0.182 0.057 0.281
C -3.5852 2.1183 -0.0100 -0.023 -0.059 0.130
C -4.6959 1.2992 -0.1484 0.004 -0.024 -0.017
C -4.5269 -0.0778 -0.1258 -0.012 0.053 0.053
C -3.2530 -0.5943 0.0246 -0.003 -0.155 0.102
N -2.1835 0.1928 0.1424 0.521 -0.094 -0.529
H 1.3404 3.1547 0.1419 0.026 -0.033 0.041
H 1.2585 2.7686 -1.5679 0.003 0.038 0.015
H 3.9030 2.7100 -0.7217 0.000 -0.005 -0.022
H 5.6597 0.9608 -0.5160 0.000 -0.003 -0.008
H 4.9573 -1.4097 -0.1221 -0.003 -0.003 0.017
H 2.5322 -1.9079 0.0677 -0.026 0.016 -0.008
H -3.6539 3.1970 -0.0081 0.008 0.002 0.003
H -5.6804 1.7286 -0.2769 -0.003 -0.006 0.001
H -5.3679 -0.7480 -0.2298 0.004 -0.005 0.001
H -3.0746 -1.6608 0.0592 0.036 0.008 -0.069
N -0.2737 -2.3086 -0.0564 0.179 0.065 0.447
C -0.3392 -3.4645 -0.0841 -0.075 -0.018 -0.226
N -0.4306 -4.7559 -0.1542 0.056 -0.021 0.101
C -0.4348 -5.5809 1.0776 0.005 -0.034 0.034
C -1.0491 -6.9422 0.7693 -0.024 0.028 -0.046
C -2.3130 -6.8065 -0.0790 0.031 0.009 0.002
C -2.0444 -6.0882 -1.4221 0.003 -0.014 0.045
C -0.6654 -5.4438 -1.4413 -0.047 -0.010 -0.050
H -1.0248 -5.0609 1.8350 -0.032 0.007 -0.028
H 0.5864 -5.6873 1.4483 0.006 0.013 0.000
H -1.2796 -7.4285 1.7169 0.034 -0.026 -0.007
H -0.3171 -7.5746 0.2639 0.000 -0.005 0.011
H -3.0625 -6.2551 0.4931 -0.003 0.000 -0.003
H -2.7286 -7.7959 -0.2606 -0.040 0.013 0.020
H -2.7996 -5.3191 -1.5894 -0.006 -0.015 -0.041
H -2.1088 -6.7829 -2.2597 0.006 -0.002 0.001
H -0.5626 -4.7194 -2.2465 0.007 0.022 0.021
H 0.1212 -6.1884 -1.5638 0.022 0.029 -0.013
N -0.1283 0.6830 5.6847 0.047 0.002 -0.047
C 0.0236 1.8812 4.7797 -0.056 0.086 -0.077
C -0.4802 1.5180 3.3897 0.084 -0.025 -0.031
N 0.1914 0.3518 2.8231 -0.025 0.099 0.453
C 0.0561 -0.7920 3.7116 0.039 0.100 -0.011
C 0.5740 -0.5266 5.1229 -0.005 -0.113 -0.051
H -1.1241 0.4736 5.7872 0.006 0.002 0.038
H 0.2253 0.8959 6.6186 -0.009 -0.002 0.006
H 1.0839 2.1327 4.7668 0.003 -0.020 0.036
H -0.5322 2.7114 5.2122 -0.012 -0.037 0.059
H -0.3636 2.3839 2.7383 -0.006 -0.004 -0.008
H -1.5527 1.2975 3.4349 -0.011 0.057 -0.030
H 1.1723 0.5587 2.6603 -0.015 -0.025 -0.139
H 0.5846 -1.6515 3.3000 0.001 -0.010 0.015
H -1.0065 -1.0535 3.7594 0.016 -0.066 -0.021
H 1.6393 -0.2971 5.1162 -0.010 0.035 0.034
H 0.3969 -1.3669 5.7924 -0.026 0.039 0.044
```
Positions in Å, forces in eV/Å.

Calculated values
E_LUMO	-0.185	hartree
HOMO level	-13.61	eV
total charge	+2
largest force on an atom	0.7	eV/A

Atom charges from the Löwdin analysis, given in e for atoms 1 to 4:
1. Pd 0.955
2. O 0.063
3. C -0.521
4. N -0.102

=====

Molecular formula: C31H28Br2IN5O6SiW
Method: DFT, ωB97M-V/def2-TZVPD

```
75
Properties=species:S:1:pos:R:3:forces:R:3
W -0.6193 -0.1473 -0.2188 -2.654 1.012 -0.905
O -4.9822 1.8463 3.8090 0.049 0.091 0.091
C -4.0866 1.4498 2.8884 -0.129 -0.518 -0.481
C -4.3529 0.4159 1.9736 -0.040 0.337 0.336
C -3.3831 0.0900 1.0611 0.519 -0.095 -0.330
N -2.2019 0.7090 1.0173 -0.777 0.574 1.448
C -1.9249 1.6761 1.9088 -0.885 -0.738 -0.308
C -2.8512 2.0844 2.8504 0.412 0.203 -0.106
C -0.5131 2.1198 1.7659 1.115 -0.151 -0.516
O 0.0003 3.0297 2.3761 -0.354 -0.066 0.100
O 0.1008 1.3619 0.8832 0.599 1.648 1.493
C -3.4885 -0.9606 -0.0310 0.328 0.132 -0.033
O -4.4791 -1.6309 -0.1895 -0.178 0.029 0.040
O -2.4191 -0.9660 -0.7786 -0.617 -0.582 -0.136
H -5.7871 1.3192 3.7523 0.029 -0.031 -0.042
H -5.2900 -0.1241 1.9739 -0.036 -0.046 -0.056
H -2.5947 2.8669 3.5487 -0.001 0.027 0.045
C -3.8578 2.0426 -1.3705 0.019 0.047 0.058
C -2.4491 2.5103 -1.5813 -0.079 -0.213 0.164
C -2.1885 3.7798 -2.0552 0.006 -0.038 0.032
C -0.8720 4.1531 -2.3183 0.060 -0.175 -0.008
C 0.1404 3.2373 -2.1744 0.071 0.116 -0.008
C -0.1725 1.9519 -1.7007 -0.238 0.268 -0.485
N -1.4508 1.6346 -1.3575 1.158 0.334 -0.415
N 0.6667 0.8968 -1.5472 0.336 0.233 -0.314
Si 2.2232 0.9235 -2.3535 0.452 -0.319 -0.002
C 2.0431 1.0233 -4.2392 -0.046 -0.099 0.393
C 3.3335 2.4102 -1.9034 -0.167 -0.219 -0.031
C 3.0838 -0.6905 -1.8513 -0.079 0.266 -0.205
H -4.5438 2.6646 -1.9418 -0.016 0.018 0.010
H -4.1418 2.1069 -0.3199 -0.045 0.012 0.007
H -3.9674 1.0082 -1.6943 -0.014 0.001 0.017
H -3.0025 4.4674 -2.2276 -0.072 -0.018 -0.015
H -0.6519 5.1566 -2.6559 0.020 0.029 -0.049
H 1.1624 3.4937 -2.4019 0.013 0.060 -0.001
H 1.5780 1.9596 -4.5495 -0.033 0.068 0.032
H 1.4509 0.2131 -4.6615 -0.013 -0.080 0.031
H 3.0360 0.9864 -4.6905 0.099 0.013 0.003
H 3.4862 3.0389 -2.7824 -0.032 0.035 -0.048
H 4.3176 2.0602 -1.5912 0.052 -0.055 0.023
H 2.9493 3.0445 -1.1055 -0.066 -0.048 0.077
H 2.9730 -1.4487 -2.6222 -0.096 -0.119 -0.101
H 2.6660 -1.0825 -0.9235 -0.002 -0.013 0.004
H 4.1561 -0.5534 -1.7114 0.047 0.102 0.027
C 3.1995 0.7953 1.0156 -0.032 0.014 -0.061
C 2.6647 -0.3359 1.8296 -0.794 -0.085 -0.546
C 3.4352 -0.8484 2.8866 0.178 -0.375 0.567
C 2.9580 -1.8390 3.7012 0.123 0.407 -0.309
C 1.6377 -2.2844 3.4997 -0.226 0.000 -0.247
C 0.9523 -3.2249 4.2994 -0.239 -0.221 0.221
Br 1.8530 -4.0559 5.7504 -0.017 -0.003 -0.012
C -0.3633 -3.5467 4.0801 0.432 -0.001 0.196
C -1.0536 -2.9352 3.0332 -0.179 0.437 -0.671
Br -2.8795 -3.3097 2.6958 0.168 -0.071 0.154
C -0.4289 -2.0304 2.1887 -0.315 0.155 -0.016
O -1.0434 -1.4494 1.1791 0.448 -1.838 1.701
C 0.9359 -1.7118 2.4121 0.134 -0.101 0.107
N 1.4550 -0.8059 1.5409 1.225 -0.079 0.999
H 4.0410 0.4735 0.4017 0.031 0.025 0.020
H 3.5474 1.5904 1.6760 0.004 0.027 0.010
H 2.4044 1.1878 0.3898 0.055 0.054 0.007
H 4.4191 -0.4324 3.0515 0.068 -0.002 0.002
H 3.5565 -2.2406 4.5053 0.009 -0.023 0.028
H -0.8670 -4.2613 4.7144 -0.009 0.004 0.009
I -1.3132 -0.6981 -3.5129 0.896 -0.676 -0.822
C 0.1330 -1.9585 -2.5584 -1.644 0.480 0.723
C 0.6919 -2.9643 -3.3149 0.501 0.024 -0.167
C 1.2843 -4.0406 -2.6774 -0.304 0.211 0.679
C 1.0651 -4.1484 -1.2988 0.296 -0.443 -0.803
C 0.4490 -3.1379 -0.6170 -0.148 1.342 0.365
N 0.0926 -1.9397 -1.1833 0.498 -1.360 -1.893
H 0.6708 -2.8823 -4.3914 -0.007 0.004 -0.017
H 1.8287 -4.7972 -3.2214 -0.081 -0.091 -0.073
H 1.3503 -5.0448 -0.7680 0.041 0.035 0.086
H 0.2278 -3.2520 0.4334 0.178 0.116 -0.070
```
Positions in Å, forces in eV/Å.

Calculated values
E_LUMO (alpha / beta)	-0.023 / -0.023	hartree
HOMO level (alpha / beta)	-6.20 / -7.95	eV
spin multiplicity	3
largest force on an atom	3.0	eV/A

Atom charges from the Löwdin analysis, given in e for atoms 1 to 4:
1. W 1.733
2. O 0.097
3. C -0.270
4. C 0.080